Density functional theory data (wB97M-V/def2-TZVPD) for a molecular structure, C5H6N2O at a distorted geometry.

```
14
Properties=species:S:1:pos:R:3:forces:R:3:nbo_charge:R:1
C -1.197 -1.314 0.774 -0.354 -0.808 -1.317 -0.680
N -0.790 1.446 0.380 -0.899 -1.009 0.184 -0.658
C -0.080 0.353 1.026 2.063 2.133 -0.721 0.611
C -0.420 -1.804 -0.251 0.031 -0.571 1.567 0.616
C 0.339 0.981 -0.319 -0.241 -0.065 0.827 0.053
C 1.140 1.504 -1.235 0.219 -0.297 -0.117 -0.516
N 0.407 -2.340 -0.918 -0.380 0.626 -0.271 -0.577
O 0.561 0.295 2.069 -1.086 -0.614 -0.293 -0.631
H -0.803 2.367 0.807 0.130 -0.057 0.055 0.383
H 1.256 -1.899 -1.257 -0.002 -0.018 -0.025 0.434
H -2.239 -1.141 0.520 0.134 0.654 -0.227 0.272
H -1.163 -1.931 1.666 0.609 0.223 0.161 0.282
H 2.119 1.101 -1.451 -0.089 -0.360 -0.108 0.206
H 0.871 2.382 -1.810 -0.134 0.163 0.285 0.205
```
Positions in Å, forces in eV/Å.

Results
total charge = 0
E_LUMO = 0.09 eV
gap between HOMO and LUMO = 8.2676 eV
max |F| = 3.05 eV Å⁻¹
HOMO = -8.17 eV
ΔE to the lowest compared entry with this formula, charge and spin = 120.9 kcal/mol